The following is a quantum chemistry calculation of a cluster of 2 separate species, C3H12N2OS in total, from OMol25.

Geometry as XYZ:
```
19
Properties=species:S:1:pos:R:3:nbo_charge:R:1
N -1.267 -1.084 -0.066 -0.61
C -0.832 0.155 0.502 -0.11
C -1.051 0.182 2.000 -0.56
S -2.644 -0.441 2.564 0.45
C 0.681 0.332 0.254 -0.22
N 0.990 0.721 -1.136 -0.84
H -2.253 -1.274 -0.022 0.38
H -0.835 -1.333 -0.950 0.42
H -1.284 1.019 -0.030 0.25
H -0.355 -0.572 2.403 0.29
H -0.833 1.161 2.397 0.27
H -3.246 -0.460 1.367 0.11
H 1.176 -0.625 0.458 0.21
H 1.039 1.048 1.012 0.21
H 0.141 0.841 -1.667 0.36
H 1.459 1.628 -1.147 0.39
H 2.450 -0.630 -2.140 0.47
H 3.411 0.088 -3.115 0.47
O 3.253 -0.755 -2.682 -0.95
```

For the relative energy (zero: lowest compared OMol25 entry of this formula, charge and spin), the calculation gives 0.611 eV. The value obtained for the frontier orbital gap (alpha / beta) is 9.8425 / 4.3063 eV. The calculation puts the total energy at -704.08324 a.u. Its charge is +1. The value obtained for the molecular weight is 124.209 g/mol. Its spin multiplicity is 2. For the maximum force, the calculation gives 1.159 eV/A. Its LUMO energy (alpha / beta) is -3.6 / -9.1 eV.

***

The following is a quantum chemistry calculation of an isolated molecule of H3NP2, from OMol25.

Geometry as XYZ:
```
6
Properties=species:S:1:pos:R:3:nbo_charge:R:1
H -2.462 -0.818 -0.587 -0.09
P -1.863 0.074 0.247 0.68
N -0.231 -0.123 -0.419 -1.09
P 1.084 0.770 0.002 0.57
H 2.010 -0.246 -0.607 -0.03
H 1.462 0.342 1.364 -0.04
```

For the relative energy (zero: lowest compared OMol25 entry of this formula, charge and spin), the calculation gives 0.689 eV. The value obtained for the frontier orbital gap (alpha / beta) is 7.3647 / 7.3607 eV. The calculation puts the total energy at -739.16393 a.u. Its charge is 0. The value obtained for the molecular weight is 78.979 g/mol. For the maximum force, the calculation gives 6.744 eV/A. Its LUMO energy (alpha / beta) is -1.4 / -1.4 eV.